The following is a DFT calculation (ωB97M-V with the def2-TZVPD basis set) of a single C3H3NO3S molecule in a non-equilibrium geometry.

## Properties
highest occupied orbital energy = -10.3 eV
gap between HOMO and LUMO = 10.24 eV
ΔE to the lowest compared entry with this formula, charge and spin = 2.737 eV
E_tot = -794.7096 Eh
lowest unoccupied orbital energy = -0.02 eV

ORCA input file:
```
! wB97M-V def2-TZVPD RIJCOSX def2/J DEFGRID3
* xyz 0 1
C -2.480 1.430 -0.549
C -0.561 -0.283 0.353
C 2.735 -0.994 0.171
H -2.739 2.369 -1.026
H -1.434 -0.671 0.824
H 3.531 -0.416 -0.304
N 0.499 -0.958 0.507
O -3.291 0.668 -0.047
O 1.597 -0.336 -0.087
O 2.864 -2.021 0.764
S -0.720 1.211 -0.606
*
```